No. 1
15
Properties=species:S:1:pos:R:3 method="wB97M-V/def2-TZVPD" charge=-1 largest_force_ev_per_a=6.716 e_tot_ev=-8836.4907 multiplicity=2
C 1.426 1.020 -0.750
C 0.668 0.058 0.267
N -0.487 -2.572 0.483
H 1.301 2.162 -0.475
H 2.488 0.608 -0.882
H 0.632 0.820 -1.637
H 1.165 -0.897 0.071
H 1.144 0.573 1.288
H 0.071 -1.808 0.925
H -0.508 -3.377 -0.159
H -1.562 -2.170 0.145
O -0.736 0.267 0.104
C -1.546 1.374 0.146
O -2.488 1.532 0.897
H -1.567 2.408 -0.422


No. 2
38
Properties=species:S:1:pos:R:3 method="wB97M-V/def2-TZVPD" largest_force_ev_per_a=1.806 e_tot_ev=-26875.4693
C -2.798 -0.698 -1.241
C -1.688 0.037 -1.243
C -0.656 0.012 -0.164
P 0.113 -1.752 0.175
C 0.056 -2.275 -1.587
C -0.319 -3.452 -2.134
C 0.933 -3.407 0.664
C 0.905 -3.597 2.174
C -0.391 -4.225 2.656
F 1.920 -4.520 2.488
H -3.023 -1.335 -0.392
H -3.478 -0.708 -2.081
H -1.531 0.722 -2.074
H 0.136 0.739 -0.362
H -1.111 0.337 0.779
H -0.891 -1.955 1.161
H 1.294 -1.079 0.604
H 0.387 -1.480 -2.265
H -1.325 -3.857 -2.045
H 0.392 -4.071 -2.681
H 0.437 -4.276 0.225
H 1.983 -3.404 0.362
H 1.108 -2.660 2.702
H -1.253 -3.784 2.152
H -0.387 -5.287 2.415
H -0.540 -4.067 3.723
C 0.463 6.252 0.162
C -0.524 5.377 -0.271
C -0.177 4.127 -0.764
C 1.158 3.754 -0.827
C 2.146 4.631 -0.401
C 1.798 5.880 0.095
H 0.191 7.225 0.552
H -1.566 5.670 -0.223
H -0.947 3.443 -1.098
H 1.430 2.778 -1.210
H 3.188 4.341 -0.455
H 2.568 6.563 0.429


No. 3
85
Properties=species:S:1:pos:R:3 method="wB97M-V/def2-TZVPD" charge=+1 largest_force_ev_per_a=2.550 e_tot_ev=-54359.4078
C 1.357 -3.655 -1.296
C 1.882 -2.595 -1.471
N 2.472 -1.313 -1.685
C 3.960 -1.572 -1.678
C 4.777 -1.052 -0.658
C 6.128 -1.396 -0.821
C 6.520 -2.176 -1.901
N 5.771 -2.724 -2.865
C 4.504 -2.369 -2.673
C 2.087 -0.737 -3.020
C 0.591 -0.300 -3.115
O -0.148 -0.368 -1.897
C 0.571 0.162 -0.790
C -0.272 -0.191 0.487
C -0.671 -1.687 0.583
C -2.109 -1.807 1.206
C -3.035 -2.752 0.402
C -3.510 -2.163 -0.965
C -4.227 -0.796 -0.849
C -4.682 -0.166 -2.222
C -4.438 -1.036 -3.480
C -5.519 -2.162 -3.685
P 0.465 2.045 -0.967
O 1.648 2.618 -1.610
O -0.790 2.320 -1.976
O 0.160 2.684 0.498
C 2.046 -0.321 -0.651
H 0.870 -4.571 -0.998
H 4.455 -0.445 0.187
H 6.870 -1.050 -0.098
H 7.598 -2.381 -1.988
H 3.800 -2.774 -3.419
H 2.305 -1.395 -3.868
H 2.701 0.176 -3.141
H 0.494 0.699 -3.577
H 0.096 -1.000 -3.812
H 0.315 0.082 1.381
H -1.173 0.451 0.473
H -0.714 -2.207 -0.384
H 0.016 -2.196 1.281
H -2.027 -2.243 2.215
H -2.603 -0.827 1.314
H -2.529 -3.711 0.169
H -3.949 -2.993 0.980
H -2.655 -2.146 -1.669
H -4.235 -2.880 -1.399
H -3.529 -0.076 -0.379
H -5.123 -0.892 -0.214
H -4.113 0.775 -2.369
H -5.740 0.142 -2.157
H -3.412 -1.432 -3.557
H -4.563 -0.360 -4.350
H -6.328 -2.074 -2.941
H -5.049 -3.161 -3.669
H -5.982 -2.050 -4.679
H -1.608 1.923 -1.629
H -0.803 2.665 0.636
H 2.682 0.585 -0.651
H 2.171 -0.811 0.331
C 2.357 7.168 1.222
C 2.099 6.318 -0.012
C 0.598 6.098 0.069
O 0.046 7.253 0.710
C 1.109 8.033 1.271
H 3.276 7.750 1.172
H 2.406 6.530 2.109
H 2.346 6.886 -0.913
H 2.665 5.386 -0.033
H 0.358 5.225 0.683
H 0.139 5.970 -0.913
H 1.226 8.934 0.660
H 0.844 8.335 2.286
C -0.472 -3.237 5.950
C 0.262 -1.954 6.306
C 0.536 -1.360 4.935
O -0.536 -1.781 4.080
C -1.291 -2.806 4.745
H -1.085 -3.632 6.760
H 0.247 -4.008 5.659
H -0.398 -1.295 6.875
H 1.168 -2.113 6.889
H 1.473 -1.743 4.516
H 0.582 -0.269 4.952
H -2.250 -2.375 5.050
H -1.484 -3.627 4.053


No. 4
26
Properties=species:S:1:pos:R:3 method="wB97M-V/def2-TZVPD" largest_force_ev_per_a=4.784 e_tot_ev=-21125.9089
C 0.007 0.834 2.088
C -0.581 0.626 0.766
C -1.523 1.465 0.204
C -2.089 1.254 -1.073
C -1.718 0.317 -1.939
C -0.819 -0.832 -1.712
N 0.266 -0.814 -2.468
N -2.255 0.361 -3.261
O -2.907 1.265 -3.712
O -1.945 -0.616 -3.915
C -0.307 -0.758 0.345
C 1.182 -1.150 0.381
N -1.396 -1.664 0.693
O -2.550 -1.246 0.724
O -1.126 -2.873 0.829
H 0.430 -0.111 2.531
H -0.668 1.325 2.901
H 0.879 1.643 2.080
H -1.789 2.364 0.648
H -2.797 2.028 -1.379
H -1.376 -1.752 -1.604
H 0.782 -1.742 -2.602
H 0.619 0.040 -2.965
H 1.415 -2.194 -0.037
H 1.589 -1.066 1.336
H 1.640 -0.381 -0.380